(1)
Entry from the OMol25 dataset: a 9-piece molecular cluster, C42H89FN10O15P overall at a distorted geometry (ωB97M-V/def2-TZVPD).

For the HOMO energy, the calculation gives -10.46 eV. Its spin multiplicity is 1. The value obtained for the HOMO-LUMO gap is 8.353 eV. As for the charge: +1. For the molar mass, the calculation gives 1024.20 g mol⁻¹.

Atoms and positions in Å:
H (-4.772, 1.067, 1.511)
O (-6.978, -0.708, 2.327)
H (-0.862, 0.623, 4.954)
H (1.786, 0.371, 2.981)
H (1.626, -5.772, -7.273)
H (-3.023, -0.311, 5.382)
O (1.125, -1.101, 4.378)
N (0.637, 1.193, -2.144)
H (-4.419, 2.528, 3.666)
H (4.822, 3.489, -8.026)
N (4.584, -4.845, -2.364)
H (4.870, -8.174, -2.178)
H (-3.656, -2.558, -3.501)
H (-5.013, -5.360, -2.059)
H (-4.152, -0.488, 1.029)
C (2.107, -0.147, 3.894)
H (-4.612, 3.435, 5.138)
H (-1.687, 10.013, 3.050)
C (-2.758, 3.804, 4.192)
C (2.452, 0.929, 4.941)
C (-0.317, -3.278, 6.691)
O (-4.988, -3.464, 0.389)
H (-5.505, 0.751, 4.212)
C (3.967, 2.853, -5.543)
C (-5.820, -0.616, 2.352)
C (-0.812, -1.904, 1.144)
H (-4.229, -1.860, -1.198)
H (-6.396, -0.886, 5.777)
H (-0.552, 1.302, 3.316)
H (5.341, 4.450, -5.953)
H (3.017, -0.713, 3.678)
C (-4.173, 10.456, 0.325)
C (-5.087, 0.071, 1.164)
H (-2.605, -0.604, 2.993)
H (3.075, -2.460, -7.413)
C (-2.544, 0.339, 3.532)
H (-5.688, 0.099, 0.259)
H (-4.051, 10.400, 3.667)
C (-3.879, 2.865, 4.559)
C (5.542, -4.260, -1.446)
H (-3.210, 10.918, 0.107)
H (-1.831, -1.529, 1.290)
H (10.577, -0.316, -9.684)
H (3.330, 0.678, 5.541)
C (8.441, 1.295, -9.355)
O (-3.184, 5.085, 3.912)
C (4.291, 4.318, -5.689)
H (-3.972, 5.340, 1.343)
O (-1.089, -2.172, 4.013)
H (-4.128, 9.386, 0.114)
H (8.644, -0.087, -10.986)
H (1.449, -4.565, 7.984)
H (1.629, 1.126, 5.638)
C (5.174, -7.179, -1.867)
H (-4.719, -1.320, 6.300)
C (-4.833, -0.077, 4.480)
C (-5.370, 0.626, 6.870)
H (-4.496, -2.839, 4.587)
C (4.352, -6.159, -2.615)
H (5.009, -7.086, -0.792)
H (2.006, 0.341, -4.387)
H (-5.239, -1.763, -3.456)
O (-1.627, 3.523, 4.114)
H (1.012, -5.201, 9.582)
C (-5.363, -0.550, 5.860)
C (-3.397, 1.672, 5.454)
O (-0.824, -0.122, -3.213)
H (-4.548, 2.620, 7.068)
N (-4.641, -2.650, -1.670)
H (-1.754, -3.888, 1.297)
H (-0.175, -3.074, 10.024)
H (6.224, -3.618, -2.007)
H (5.008, -3.648, -0.717)
H (-3.479, 1.353, 7.571)
H (-0.414, -4.358, 6.562)
C (-4.558, 10.694, 1.766)
C (-2.892, 5.503, 1.425)
P (-0.221, -1.114, 3.496)
C (-5.730, -4.833, -1.428)
H (6.114, -5.020, -0.924)
F (-5.299, 0.045, 8.131)
O (0.194, -1.243, 1.956)
H (1.939, 2.806, -2.002)
H (2.736, 1.263, -2.355)
H (9.708, 1.344, -11.088)
H (-6.609, -4.559, -2.012)
H (0.395, -6.145, -6.049)
C (-4.676, -2.636, -3.123)
C (-0.647, -2.880, 8.105)
H (3.818, 2.175, -8.676)
N (-3.423, 0.370, 4.717)
O (3.497, -6.482, -3.428)
H (-2.330, 4.673, 0.985)
C (-5.217, -2.448, 3.868)
H (5.493, 1.856, -8.186)
H (-2.250, 9.306, 1.522)
C (10.410, -0.117, -8.631)
H (-6.040, -5.500, -0.628)
N (9.264, 0.750, -8.424)
C (-0.755, -3.450, 1.250)
H (3.899, 1.094, -6.454)
H (2.020, -6.841, -5.911)
O (3.563, 2.379, -4.485)
O (-1.551, 6.357, 3.098)
C (1.483, -0.414, -3.798)
C (1.938, 1.736, -1.794)
H (0.695, -2.961, 6.433)
H (11.297, 0.361, -8.211)
H (-5.139, -3.533, -3.521)
O (2.716, -2.816, -4.952)
H (-0.230, -3.667, 2.185)
C (1.457, -5.958, -6.217)
H (-2.630, 6.412, 0.886)
N (1.874, -4.837, -5.400)
H (1.686, -3.482, -7.801)
C (2.415, -3.666, -5.790)
H (2.115, -3.819, 9.450)
H (-4.925, 10.903, -0.318)
N (0.109, -3.388, 9.109)
H (2.176, -0.896, -3.109)
H (9.020, 0.999, -7.478)
H (-0.159, -3.895, 0.449)
O (-1.575, -2.115, 8.357)
H (10.241, -1.060, -8.109)
H (-2.600, 8.495, 3.060)
H (3.998, -4.221, -2.904)
H (3.657, 4.774, -6.450)
H (-0.548, -1.678, 0.105)
N (-4.962, -1.065, 3.434)
H (-5.123, -3.085, 2.978)
C (-4.193, 1.627, 6.783)
C (-2.455, 5.690, 2.877)
O (7.510, 2.012, -9.011)
H (-1.010, -2.788, 6.023)
N (4.134, 2.060, -6.625)
H (1.762, -4.911, -4.401)
C (-1.032, 0.500, 3.879)
H (1.091, -1.168, -4.470)
C (1.237, -4.297, 9.014)
N (-3.732, 10.203, 2.731)
H (-6.347, 1.121, 6.849)
H (4.107, 4.816, -4.741)
C (2.635, -3.443, -7.265)
H (2.106, 1.585, -0.724)
O (-5.569, 11.301, 2.072)
H (6.234, -7.053, -2.093)
H (-6.249, -2.601, 4.210)
C (4.598, 2.430, -7.955)
H (-0.177, 1.566, -1.681)
H (7.978, 1.492, -11.420)
H (-2.375, 1.947, 5.727)
H (3.319, -4.193, -7.665)
H (2.676, 1.861, 4.408)
C (0.343, 0.216, -3.042)
C (-5.097, -3.607, -0.825)
C (8.718, 0.986, -10.805)
H (-2.779, 1.112, 2.795)
C (-2.495, 9.460, 2.568)


(2)
Entry from the OMol25 dataset: C4H6O2 in the gas phase (ωB97M-V/def2-TZVPD).

For the HOMO energy, the calculation gives -10.07 eV. As for the SMILES: O=CC[C@H]1CO1. Its spin multiplicity is 1. The value obtained for the HOMO-LUMO gap is 11.057 eV. For the molar mass, the calculation gives 86.09 g mol⁻¹.

Atoms and positions in Å:
H (1.820, 1.441, 1.564)
H (2.242, 0.379, 0.114)
C (-0.176, -0.600, -0.482)
C (0.098, 0.443, 0.569)
H (0.492, -1.472, -0.470)
H (-1.809, -1.874, -1.289)
C (-1.616, -1.021, -0.602)
H (-0.627, 0.587, 1.368)
O (-2.525, -0.478, -0.020)
C (1.474, 0.917, 0.678)
O (0.529, 1.651, -0.080)
H (0.099, 0.026, -1.349)


(3)
Entry from the OMol25 dataset: C9H11N3O5SSr as an isolated structure at a distorted geometry (ωB97M-V/def2-TZVPD).

For the HOMO energy, the calculation gives -14.63 eV. Its spin multiplicity is 1. The value obtained for the HOMO-LUMO gap is 5.412 eV. As for the charge: +2. For the molar mass, the calculation gives 360.89 g mol⁻¹.

Atoms and positions in Å:
C (0.761, -1.054, -2.678)
C (0.525, 0.677, 0.603)
S (-3.176, 0.372, -0.976)
H (1.220, 1.019, -2.340)
O (-1.146, 0.270, 2.413)
O (-2.965, -0.622, 3.141)
H (-0.403, 0.602, -1.801)
C (0.632, 0.242, -1.823)
H (1.009, 2.814, 0.203)
O (0.449, -1.259, 1.923)
H (-0.434, -2.754, -3.334)
H (1.586, -1.645, -2.248)
C (-2.240, -0.374, 0.000)
H (-1.415, -1.396, -2.838)
N (-1.829, -0.780, 3.154)
O (2.608, -1.057, 2.664)
O (1.562, 0.621, 1.697)
H (-1.490, 2.498, 1.740)
Sr (4.038, 0.283, 4.046)
N (-1.363, -1.063, 0.497)
C (-0.458, -0.271, 1.302)
H (1.002, -0.838, -3.725)
C (-1.006, 2.717, 0.781)
N (1.237, 0.048, -0.472)
H (2.173, 0.440, -0.489)
C (1.572, -0.649, 2.143)
C (0.185, 2.152, 0.501)
C (-0.497, -1.949, -2.586)
H (-0.594, -2.442, -1.612)
H (-1.541, 3.398, 0.113)